{"formula": "C17H22BCl2MoN8", "method": "wB97M-V/def2-TZVPD", "total_energy_ha": -2110.81113, "homo_energy_ha": [-0.7940, -0.7935], "charge": 4, "de_lowest_kj_mol": 180.3, "e_lumo_ev": [-17.222, -16.464], "spin_multiplicity": 2, "symbols": ["Mo", "C", "C", "C", "C", "N", "N", "B", "N", "C", "C", "C", "C", "N", "N", "C", "C", "C", "C", "N", "N", "C", "C", "C", "C", "N", "H", "H", "H", "H", "H", "H", "H", "H", "H", "H", "H", "H", "H", "H", "H", "H", "H", "H", "H", "H", "Cl", "C", "Cl", "H", "H"], "positions_angstrom": [[-0.0704, 0.1158, -0.1682], [-3.0767, 0.6887, 1.5886], [-1.8113, 1.2004, 2.1333], [-1.6509, 2.0146, 3.2550], [-0.2869, 2.1485, 3.4349], [0.3529, 1.4512, 2.4814], [-0.5740, 0.8905, 1.6471], [1.8754, 1.2409, 2.2426], [2.0483, -0.2939, 2.0102], [2.8302, -1.1364, 2.6969], [2.6039, -2.4243, 2.2466], [1.6578, -2.2997, 1.2109], [1.1826, -3.4224, 0.3935], [1.3306, -0.9983, 1.0738], [2.2010, 1.9184, 0.9007], [3.0862, 2.8112, 0.4278], [3.0379, 2.8178, -0.9590], [2.0749, 1.8695, -1.2957], [1.6334, 1.2918, -2.5881], [1.5386, 1.3701, -0.1599], [2.6655, 1.6682, 3.4874], [3.7763, 2.4732, 3.6849], [4.0819, 2.4557, 5.0093], [3.1090, 1.5734, 5.6097], [3.0228, 1.1674, 6.9799], [2.2774, 1.1414, 4.6228], [-3.6792, 0.3004, 2.4173], [-2.9616, -0.1008, 0.8463], [-3.6940, 1.4982, 1.1880], [-2.4322, 2.4485, 3.8508], [0.2252, 2.7144, 4.1921], [3.5057, -0.8108, 3.4622], [3.0610, -3.3372, 2.5800], [1.7324, -4.3291, 0.6635], [1.2840, -3.2455, -0.6802], [0.1348, -3.6653, 0.6232], [3.7137, 3.4235, 1.0440], [3.6295, 3.4235, -1.6181], [2.5094, 1.0771, -3.2096], [1.0369, 1.9906, -3.1826], [1.0892, 0.3205, -2.4150], [4.2848, 2.9926, 2.9031], [4.8717, 2.9767, 5.5164], [3.7586, 1.6711, 7.6050], [3.1235, 0.0711, 7.1090], [2.0006, 1.2706, 7.3910], [-1.2215, 2.1835, -1.1972], [-1.6834, 0.6210, -1.6957], [-1.1760, -1.8007, -0.2936], [-1.4797, 0.4321, -2.7595], [-2.7379, 0.4140, -1.4809]], "forces_ev_per_a": [[0.6, 1.6, 3.6], [-0.6, 0.0, -0.1], [-0.7, 0.8, 1.0], [-0.3, -0.5, -0.8], [-0.1, -0.4, -0.6], [0.7, 0.4, 0.6], [0.3, -0.5, -1.4], [-0.6, -0.8, -0.2], [0.1, 1.0, -0.2], [-0.3, -1.0, -0.3], [-0.6, 0.4, -0.7], [1.4, -1.2, 1.0], [-0.3, -0.6, -0.1], [-1.1, 1.2, -1.0], [0.4, 0.3, 0.5], [-0.4, -0.3, -0.3], [-0.6, -0.5, -0.4], [0.8, 0.7, -0.3], [0.0, 0.1, -0.2], [0.1, -0.2, 0.0], [-0.7, -0.7, 0.7], [1.2, 0.7, 1.3], [-0.3, 0.0, -0.7], [1.4, 1.0, 0.0], [-0.2, -0.2, 0.6], [-1.6, -0.9, -1.3], [0.1, -0.1, -0.1], [0.0, 0.1, 0.1], [0.1, 0.0, -0.2], [-0.1, 0.0, 0.1], [0.2, 0.0, 0.0], [0.1, 0.2, 0.2], [0.1, -0.1, 0.0], [0.1, 0.2, -0.2], [0.0, -0.1, 0.1], [0.2, 0.0, 0.0], [0.0, 0.0, 0.2], [0.1, 0.1, -0.2], [-0.1, -0.4, 0.1], [-0.2, -0.2, 0.1], [0.2, 0.3, -0.3], [0.1, 0.1, -0.3], [0.2, 0.1, 0.0], [-0.1, -0.1, 0.0], [0.2, 0.0, -0.2], [0.0, 0.2, -0.1], [0.2, -0.1, 0.5], [-0.6, -0.1, -1.5], [-0.4, 0.0, -0.2], [0.4, -0.2, 0.4], [0.4, -0.4, 0.5]], "lowdin_spin": [0.5334, 0.0020, 0.0037, -0.0080, -0.0162, 0.0043, -0.0262, 0.0179, 0.0010, 0.0083, 0.0083, -0.0085, -0.0154, -0.0144, -0.0017, -0.0204, -0.0126, 0.0047, 0.0014, -0.0310, 0.2253, 0.0458, 0.0425, 0.2378, 0.0926, 0.2507, -0.0001, 0.0008, 0.0000, -0.0002, -0.0002, 0.0009, 0.0004, -0.0026, 0.0000, -0.0073, -0.0007, -0.0004, -0.0001, 0.0002, 0.0006, 0.0000, -0.0002, 0.0004, 0.0396, 0.0338, -0.0884, -0.1970, -0.0946, -0.0060, -0.0042]}